1.
Here is C7H7IS as an isolated structure in a non-equilibrium geometry from the Open Molecules 2025 dataset. Energies are from the ωB97M-V functional and the def2-TZVPD basis.

```
16
Properties=species:S:1:pos:R:3
C 2.168 0.790 0.934
C 2.011 -0.249 -0.070
C 0.974 1.401 1.302
C 0.763 -0.643 -0.649
C -0.256 1.027 0.819
C -0.378 -0.046 -0.089
C -1.687 -0.638 -0.621
S -1.971 -2.320 -0.803
I -3.459 0.318 0.339
H 3.133 1.166 1.276
H 2.994 -0.669 -0.349
H 0.891 2.008 2.173
H 0.607 -1.544 -1.324
H -1.148 1.522 1.113
H -1.934 0.029 -2.217
H -2.709 -2.152 -1.835
```

Computed properties:
Relative energy (zero: lowest compared OMol25 entry of this formula, charge and spin) = 121.0 kJ/mol
Highest occupied orbital energy = -8.7 eV
LUMO energy = -0.0220 Eh


2.
Here is a 5-piece molecular cluster, C18H51N4O6 overall in a non-equilibrium geometry from the Open Molecules 2025 dataset. Energies are from the ωB97M-V functional and the def2-TZVPD basis.

```
79
Properties=species:S:1:pos:R:3
C 1.372 -2.186 -3.004
C 1.817 -3.303 -2.065
C 0.907 -3.731 -0.912
O 1.636 -4.652 -0.168
C 0.901 -5.294 0.837
N 2.171 -4.560 -2.851
H 3.130 -4.518 -3.209
H 2.138 -5.392 -2.244
H 1.571 -4.743 -3.658
H 0.784 -1.431 -2.474
H 0.605 -2.510 -3.718
H 2.188 -1.677 -3.508
H 2.774 -2.952 -1.679
H -0.042 -4.114 -1.308
H 0.667 -2.862 -0.290
H 0.264 -4.673 1.477
H 1.556 -5.878 1.479
H 0.183 -6.041 0.458
C -4.167 0.402 2.762
C -2.986 1.365 2.951
C -3.375 2.694 2.365
O -2.311 3.611 2.555
C -2.650 4.880 1.982
N -2.637 1.523 4.409
H -1.623 1.548 4.535
H -3.031 2.391 4.808
H -3.166 0.897 5.030
H -5.119 0.689 3.206
H -3.888 -0.515 3.296
H -4.241 0.097 1.722
H -2.092 0.965 2.479
H -4.309 3.066 2.799
H -3.510 2.528 1.292
H -1.855 5.592 2.199
H -3.548 5.242 2.486
H -2.718 4.791 0.896
C 3.615 4.748 2.166
C 4.035 3.296 1.884
C 4.710 3.085 0.542
O 5.042 1.758 0.338
C 4.039 0.920 -0.226
N 4.934 2.724 2.983
H 4.931 3.219 3.883
H 4.478 1.851 3.278
H 5.904 2.474 2.768
H 4.431 5.458 2.012
H 3.339 4.919 3.206
H 2.819 4.935 1.452
H 3.169 2.645 2.006
H 5.633 3.667 0.474
H 4.084 3.511 -0.252
H 3.222 0.807 0.496
H 4.438 -0.054 -0.480
H 3.592 1.428 -1.090
C -2.275 -2.592 -2.328
C -2.993 -1.844 -3.457
C -2.321 -0.509 -3.742
O -2.575 0.349 -2.659
C -1.647 1.433 -2.635
N -3.172 -2.712 -4.692
H -3.302 -2.123 -5.521
H -2.319 -3.258 -4.805
H -4.006 -3.284 -4.550
H -2.791 -3.502 -2.012
H -2.164 -1.995 -1.425
H -1.276 -2.899 -2.652
H -3.983 -1.693 -3.025
H -2.685 -0.051 -4.675
H -1.240 -0.582 -3.924
H -1.940 1.975 -1.734
H -1.731 2.143 -3.458
H -0.637 1.063 -2.444
C -0.500 -0.255 0.792
C 0.347 -0.509 2.029
O -0.305 -0.655 3.093
O 1.606 -0.591 1.952
H -1.347 -0.935 0.735
H 0.056 -0.441 -0.136
H -0.613 0.827 0.899
```

Computed properties:
Charge = +3
Highest occupied orbital energy = -13.8 eV
LUMO energy = -0.2723 Eh


3.
Here is C2H2FKO as an isolated structure in a non-equilibrium geometry from the Open Molecules 2025 dataset. Energies are from the ωB97M-V functional and the def2-TZVPD basis.

```
7
Properties=species:S:1:pos:R:3
O -0.544 -0.452 0.849
C 0.445 -0.499 0.196
C 1.067 -0.227 -0.968
H 1.299 -1.063 -1.631
F 2.041 0.709 -0.977
K -3.494 0.364 0.722
H -1.974 0.605 -1.099
```

Computed properties:
Relative energy (zero: lowest compared OMol25 entry of this formula, charge and spin) = 276.2 kJ/mol
Highest occupied orbital energy = -6.1 eV
LUMO energy = -0.0204 Eh